Entry 1:
C31H44F32O7SSi2 as an isolated structure. Source: OMol25; level of theory: ωB97M-V/def2-TZVPD.

Kohn-Sham gap: 10.3 eV
Max |F|: 4.9 eV/A
Highest occupied orbital energy: -10.192 eV
LUMO level: 0.144 eV

Last column: Löwdin charge in e.
Positions of all 117 atoms, in Å:
C (8.15373, 2.21896, -2.64681)  -0.105
C (8.37821, 0.66188, -2.79795)  -0.262
C (9.85911, 0.28099, -3.12916)  -0.196
C (10.73847, -0.15780, -1.89583)  -0.196
C (10.36461, 0.50865, -0.53740)  -0.197
C (11.08418, -0.21456, 0.68425)  -0.192
C (10.20027, -1.28994, 1.39260)  -0.200
C (9.51593, -2.33052, 0.43492)  -0.195
C (8.09413, -1.91158, -0.06696)  -0.292
C (6.93830, -2.89056, 0.36940)  -0.253
Si (5.30014, -1.99322, -0.06733)  0.477
O (4.32575, -1.68641, 1.31441)  -0.455
Si (4.80027, -0.14245, 1.96560)  0.569
S (4.16414, -3.08504, -1.59088)  0.542
C (5.23345, -3.20200, -3.07905)  -0.170
O (2.96150, -2.26129, -1.94747)  -0.427
O (3.72168, -4.42671, -1.11343)  -0.398
H (8.88703, 2.78460, -3.25808)  0.070
H (8.26214, 2.45676, -1.56457)  0.063
H (7.11954, 2.51989, -2.91557)  0.067
H (7.96841, 0.18363, -1.88905)  0.057
H (7.72626, 0.32524, -3.64015)  0.098
H (10.33002, 1.11571, -3.68270)  0.100
H (9.81361, -0.60105, -3.81026)  0.102
H (10.76596, -1.26342, -1.87647)  0.089
H (11.78165, 0.16815, -2.12503)  0.112
H (10.74281, 1.55118, -0.54232)  0.113
H (9.28590, 0.49884, -0.29698)  0.079
H (11.24361, 0.60029, 1.43071)  0.104
H (12.07698, -0.60507, 0.38755)  0.109
H (10.84855, -1.88758, 2.07595)  0.106
H (9.39503, -0.85911, 2.02805)  0.110
H (9.36676, -3.25502, 1.04552)  0.104
H (10.17829, -2.65358, -0.39793)  0.103
H (7.80852, -0.89688, 0.30374)  0.075
H (8.07126, -1.87348, -1.18144)  0.097
H (6.98281, -3.10732, 1.45634)  0.090
H (7.01350, -3.81205, -0.25169)  0.081
H (5.61742, -0.69029, -0.69143)  0.008
H (3.74179, 0.31955, 2.87575)  -0.066
H (6.04493, -0.35920, 2.70973)  -0.058
H (4.99059, 0.85141, 0.90404)  -0.059
H (5.55613, -2.19334, -3.41435)  0.065
H (4.73338, -3.73962, -3.90435)  0.077
H (6.15554, -3.74985, -2.77262)  0.061
C (-0.97569, -0.95601, 1.96144)  -0.024
C (-1.80254, -0.80253, 0.66052)  -0.430
C (-1.12528, -0.08947, -0.51894)  -0.294
F (-0.82068, 1.18687, -0.24184)  0.105
F (-1.95571, -0.05094, -1.59449)  0.085
F (-2.98617, -0.22162, 0.95663)  0.130
F (-2.09749, -2.07164, 0.25353)  0.104
O (-1.21402, -0.03173, 3.03849)  0.035
C (-0.53326, 1.18852, 3.10954)  -0.524
C (-1.48399, 2.38617, 3.05032)  -0.289
F (-2.18271, 2.40443, 1.90359)  0.110
F (-0.78024, 3.53784, 3.11081)  0.102
F (0.43304, 1.23939, 2.18847)  0.153
F (0.09652, 1.19238, 4.30751)  0.124
H (-1.28921, -1.91236, 2.38239)  0.149
H (0.08919, -1.07475, 1.76024)  0.144
H (-0.21357, -0.60949, -0.82504)  0.176
H (-2.19187, 2.36051, 3.88140)  0.178
C (-7.58657, -0.37885, -1.07937)  -0.034
C (-7.95938, 0.11170, -2.50104)  -0.435
C (-8.59199, -0.89652, -3.46548)  -0.300
F (-7.78092, -1.92084, -3.75893)  0.110
F (-8.87193, -0.28431, -4.64922)  0.077
F (-6.87576, 0.68678, -3.06285)  0.135
F (-8.87559, 1.10668, -2.33137)  0.104
O (-6.21927, -0.71784, -0.80972)  0.035
C (-5.73785, -2.01164, -1.05349)  -0.523
C (-4.61724, -2.01769, -2.09515)  -0.287
F (-5.03856, -1.53086, -3.27775)  0.105
F (-4.18595, -3.27943, -2.32125)  0.103
F (-6.74806, -2.83717, -1.36365)  0.150
F (-5.24059, -2.45527, 0.11626)  0.148
H (-7.76177, 0.48124, -0.43131)  0.147
H (-8.27026, -1.14691, -0.71651)  0.143
H (-9.52729, -1.29528, -3.06462)  0.164
H (-3.77135, -1.41752, -1.76347)  0.145
C (0.74968, 1.74803, 8.89739)  -0.032
C (-0.02201, 2.88136, 8.17565)  -0.434
C (0.47222, 3.31863, 6.79328)  -0.309
F (1.71237, 3.83077, 6.82024)  0.104
F (-0.33215, 4.29659, 6.30572)  0.093
F (-0.10937, 3.94297, 9.00554)  0.132
F (-1.29460, 2.42418, 8.00244)  0.103
O (1.69733, 2.10605, 9.91521)  0.033
C (3.02923, 2.39233, 9.58930)  -0.531
C (3.41525, 3.82493, 9.96345)  -0.290
F (2.65847, 4.72632, 9.31489)  0.105
F (4.70184, 4.06288, 9.62308)  0.099
F (3.27729, 2.10078, 8.30608)  0.152
F (3.78351, 1.54386, 10.31470)  0.147
H (-0.01278, 1.19752, 9.45059)  0.146
H (1.16608, 1.02302, 8.19767)  0.143
H (0.45159, 2.48583, 6.08900)  0.148
H (3.29778, 3.98951, 11.03611)  0.175
C (-13.88641, 0.67538, -5.05885)  -0.033
C (-14.30422, 1.39449, -6.36634)  -0.439
C (-15.13657, 0.60848, -7.38506)  -0.312
F (-14.49094, -0.45727, -7.87969)  0.103
F (-15.42756, 1.40201, -8.44487)  0.093
F (-13.20283, 1.90835, -6.95200)  0.135
F (-15.06693, 2.45791, -5.98637)  0.103
O (-12.55594, 0.14389, -4.96540)  0.034
C (-12.26542, -1.15128, -5.41255)  -0.521
C (-11.23892, -1.14925, -6.54672)  -0.286
F (-11.68317, -0.46381, -7.61610)  0.105
F (-10.99323, -2.41305, -6.96248)  0.102
F (-13.39165, -1.80563, -5.72345)  0.154
F (-11.73562, -1.80442, -4.35454)  0.138
H (-13.89683, 1.45418, -4.29481)  0.146
H (-14.63250, -0.04879, -4.73075)  0.142
H (-16.08035, 0.27430, -6.94595)  0.172
H (-10.30092, -0.69963, -6.22138)  0.153

Entry 2:
A 13-piece molecular cluster, C48H133N11O13 overall. Source: OMol25; level of theory: ωB97M-V/def2-TZVPD.

Kohn-Sham gap: 9.4 eV
Max |F|: 4.9 eV/A
Highest occupied orbital energy: -8.933 eV
LUMO level: 0.444 eV

Last column: Löwdin charge in e.
Positions of all 205 atoms, in Å:
C (0.10481, -0.96895, -1.35751)  -0.069
C (-0.29246, 0.11034, -0.35421)  -0.291
O (0.75729, 1.10640, -0.24699)  -0.127
H (1.09410, -1.38163, -1.10918)  0.069
H (0.20628, -0.49104, -2.33329)  0.057
H (-0.72730, -1.67443, -1.46530)  0.046
H (-0.59231, -0.28844, 0.64647)  0.106
H (-1.25005, 0.61854, -0.70524)  0.101
H (1.13362, 1.17469, -1.15907)  0.033
C (-0.05222, -8.02019, 1.02003)  -0.102
C (1.07925, -7.12437, 0.53459)  -0.303
O (0.72331, -6.44913, -0.71315)  -0.099
H (0.39121, -8.60184, 1.88661)  0.095
H (-0.37110, -8.73530, 0.27037)  0.062
H (-0.99739, -7.40419, 1.17984)  0.089
H (1.92732, -7.82351, 0.30731)  0.118
H (1.28644, -6.34086, 1.24656)  0.092
H (1.08899, -5.58455, -0.80547)  0.020
C (-4.60682, 5.75052, 0.35412)  -0.075
C (-5.83362, 4.94025, 0.67442)  -0.444
C (-5.42550, 3.44724, 0.74172)  -0.180
O (-5.38159, 2.87833, -0.59149)  -0.183
C (-4.56539, 1.73893, -0.65929)  -0.112
N (-6.53648, 5.50004, 1.81217)  0.049
H (-4.25965, 5.35412, -0.61617)  0.082
H (-3.82049, 5.65623, 1.08264)  0.055
H (-4.90597, 6.81851, 0.20922)  0.091
H (-6.47330, 5.04193, -0.20054)  0.136
H (-6.08093, 2.87991, 1.38315)  0.118
H (-4.41059, 3.43401, 1.13989)  0.071
H (-4.87410, 0.94021, 0.04168)  0.092
H (-3.55355, 2.03277, -0.31213)  0.065
H (-4.53820, 1.47915, -1.70490)  0.071
H (-6.26034, 5.05283, 2.66027)  0.027
H (-7.49275, 5.24922, 1.66543)  0.060
C (5.99430, 1.28862, -1.93342)  -0.051
C (5.85178, -0.20334, -2.11657)  -0.433
C (6.95033, -0.86507, -1.34501)  -0.165
O (6.82303, -2.34096, -1.43230)  -0.221
C (7.95541, -2.95421, -0.92982)  -0.164
N (4.58532, -0.62330, -1.52272)  0.075
H (6.99179, 1.69001, -2.07292)  0.079
H (5.63521, 1.56571, -0.94198)  0.067
H (5.33198, 1.84417, -2.68161)  0.081
H (5.86723, -0.39498, -3.17169)  0.134
H (6.96228, -0.63885, -0.30136)  0.118
H (7.89231, -0.62526, -1.88897)  0.138
H (8.26183, -2.42284, 0.07712)  0.118
H (8.85929, -2.92901, -1.60292)  0.094
H (7.73724, -4.00463, -0.72983)  0.077
H (4.36633, -1.59775, -1.65171)  0.048
H (4.71837, -0.51651, -0.51975)  0.050
C (3.41586, -3.23761, -4.05061)  -0.048
C (3.50986, -4.70714, -3.50508)  -0.389
C (3.75428, -4.62920, -1.95670)  -0.161
O (2.66688, -3.91154, -1.29235)  -0.210
C (2.97891, -3.63760, 0.03144)  -0.144
N (2.28879, -5.40158, -3.82198)  0.058
H (2.52982, -2.73069, -3.68611)  0.056
H (3.31013, -3.33485, -5.14495)  0.066
H (4.29741, -2.64811, -3.72236)  0.073
H (4.41034, -5.23697, -3.90284)  0.151
H (4.74501, -4.19051, -1.85475)  0.106
H (3.77881, -5.62759, -1.56344)  0.111
H (2.91053, -4.58439, 0.66386)  0.105
H (2.26689, -2.89033, 0.39141)  0.069
H (3.98568, -3.19689, 0.15514)  0.076
H (1.50055, -5.09044, -3.31048)  0.043
H (2.41675, -6.35797, -3.57080)  0.067
C (-4.74175, 3.64181, 5.96665)  -0.072
C (-3.99337, 3.19254, 4.77333)  -0.476
C (-4.16496, 1.68085, 4.56530)  -0.187
O (-3.21065, 1.27446, 3.58443)  -0.234
C (-3.48244, -0.04455, 3.19995)  -0.112
N (-4.39881, 3.94244, 3.60689)  0.079
H (-4.40422, 3.25794, 6.92180)  0.078
H (-5.79982, 3.40196, 5.87809)  0.085
H (-4.63708, 4.74648, 6.02438)  0.092
H (-2.88729, 3.27159, 4.99443)  0.129
H (-5.19140, 1.55329, 4.16787)  0.129
H (-4.09099, 1.03715, 5.48382)  0.146
H (-4.56101, -0.06382, 2.82619)  0.112
H (-3.32820, -0.76572, 4.02253)  0.076
H (-2.89975, -0.40791, 2.34495)  0.072
H (-3.92303, 3.64295, 2.79009)  0.012
H (-3.99166, 4.88029, 3.79889)  0.111
C (-0.61050, -1.33719, -7.35124)  -0.031
C (0.41675, -2.01129, -6.44443)  -0.414
C (-0.18600, -2.34896, -5.08399)  -0.180
O (-1.44062, -3.04256, -5.13673)  -0.202
C (-1.58114, -4.06343, -4.20132)  -0.102
N (1.05528, -3.12330, -7.11667)  0.072
H (-1.12931, -0.57758, -6.74321)  0.063
H (-1.46456, -1.97996, -7.62022)  0.095
H (-0.24800, -0.92799, -8.18343)  0.030
H (1.14468, -1.23020, -6.20851)  0.120
H (-0.38050, -1.45879, -4.49902)  0.093
H (0.49495, -2.97303, -4.52853)  0.091
H (-1.59875, -3.61491, -3.20215)  0.082
H (-0.79446, -4.78458, -4.28194)  0.077
H (-2.53431, -4.52775, -4.31403)  0.086
H (0.35310, -3.77886, -7.16348)  0.039
H (1.82208, -3.50026, -6.52871)  0.063
C (-3.11501, -2.46836, -0.24025)  -0.057
C (-3.89778, -3.63742, 0.46101)  -0.355
C (-3.27165, -3.98926, 1.90808)  -0.164
O (-3.07997, -2.85229, 2.77527)  -0.227
C (-2.40125, -3.30068, 3.94162)  -0.105
N (-5.36740, -3.40275, 0.58489)  0.037
H (-2.06448, -2.68755, -0.34098)  0.048
H (-3.30959, -1.56955, 0.32585)  0.053
H (-3.56286, -2.37672, -1.23648)  0.069
H (-3.79061, -4.59374, -0.17518)  0.146
H (-2.32648, -4.44023, 1.72248)  0.098
H (-4.00802, -4.63794, 2.34648)  0.112
H (-2.24953, -2.48024, 4.61224)  0.056
H (-1.43120, -3.76113, 3.66004)  0.097
H (-3.03952, -4.01509, 4.51893)  0.104
H (-5.47406, -2.80272, 1.38004)  0.053
H (-5.81385, -2.95977, -0.17437)  0.047
C (1.83749, -0.79967, 2.65383)  -0.049
C (3.03792, -0.56205, 1.74688)  -0.422
C (3.48055, 0.97661, 1.83417)  -0.210
O (4.08385, 1.17335, 3.06598)  -0.193
C (4.68628, 2.43287, 3.06665)  -0.109
N (4.24494, -1.36432, 1.93708)  0.045
H (1.41104, -1.77750, 2.51996)  0.062
H (1.10931, -0.02589, 2.30406)  0.079
H (2.15622, -0.66675, 3.67022)  0.070
H (2.61370, -0.71624, 0.73339)  0.098
H (2.58990, 1.62548, 1.68915)  0.104
H (4.26443, 1.22424, 1.04423)  0.113
H (5.32702, 2.50517, 2.14592)  0.096
H (5.24219, 2.56537, 3.97557)  0.082
H (3.92789, 3.25627, 3.00178)  0.097
H (3.96617, -2.33361, 2.22247)  0.089
H (4.88036, -0.92846, 2.58742)  0.067
C (-3.49698, 1.01078, -5.50929)  -0.069
C (-2.43198, 0.59691, -4.47387)  -0.378
C (-2.31592, 1.86268, -3.60440)  -0.231
O (-1.24398, 1.77081, -2.73259)  -0.198
C (-1.23865, 2.95110, -1.95991)  -0.100
N (-2.81837, -0.61667, -3.67806)  0.087
H (-3.33137, 2.06779, -5.84170)  0.087
H (-4.51107, 0.97198, -5.04988)  0.087
H (-3.58322, 0.35811, -6.36828)  0.062
H (-1.57430, 0.30558, -5.06915)  0.093
H (-3.24134, 2.05563, -3.01881)  0.119
H (-2.18984, 2.75949, -4.18680)  0.107
H (-1.54376, 3.80919, -2.56518)  0.091
H (-0.24980, 3.06707, -1.54673)  0.068
H (-2.00502, 2.81774, -1.18823)  0.067
H (-2.65898, -1.44051, -4.21539)  0.034
H (-2.12683, -0.57319, -2.92190)  0.045
C (0.49901, 3.54938, 3.08369)  -0.038
C (-0.57469, 4.12270, 2.19324)  -0.412
C (0.03079, 4.72062, 0.89781)  -0.204
O (0.98926, 5.68891, 1.35110)  -0.187
C (1.40261, 6.46665, 0.20408)  -0.096
N (-1.58079, 3.16032, 1.73882)  0.088
H (0.08525, 3.28518, 4.05041)  0.054
H (1.34037, 4.23368, 3.30875)  0.087
H (1.01939, 2.71951, 2.62160)  0.060
H (-1.01480, 5.00959, 2.62866)  0.129
H (-0.80972, 5.14533, 0.30011)  0.131
H (0.49746, 3.88538, 0.32951)  0.116
H (1.92507, 5.90571, -0.51652)  0.055
H (2.07783, 7.28925, 0.58818)  0.104
H (0.55054, 6.97745, -0.27073)  0.085
H (-1.91440, 2.57177, 2.51142)  0.058
H (-1.15844, 2.67248, 0.98701)  0.029
C (0.66169, -1.95974, 7.13263)  -0.072
C (0.02299, -1.11607, 8.19057)  -0.411
C (-0.23559, 0.39448, 7.73910)  -0.201
O (-0.92742, 0.30134, 6.54251)  -0.188
C (-0.70437, 1.40268, 5.68871)  -0.098
N (-1.18371, -1.77746, 8.74090)  0.029
H (1.61572, -1.50600, 6.89631)  0.075
H (0.11034, -1.97375, 6.18043)  0.074
H (0.89620, -2.96623, 7.36408)  0.063
H (0.65932, -1.04118, 9.10736)  0.138
H (0.70158, 0.90606, 7.57049)  0.110
H (-0.85122, 0.85824, 8.57450)  0.134
H (-1.08720, 1.19980, 4.75681)  0.041
H (0.33409, 1.57134, 5.57557)  0.078
H (-1.33815, 2.27824, 5.93060)  0.093
H (-1.86985, -1.90330, 8.02057)  0.055
H (-1.60403, -1.15014, 9.41458)  0.059
C (2.72925, 0.84543, -4.86752)  -0.035
C (2.84013, 1.98781, -3.86755)  -0.442
C (1.88213, 3.06104, -4.30510)  -0.221
O (1.91147, 4.18247, -3.43333)  -0.177
C (0.96817, 5.15534, -3.83548)  -0.103
N (2.51490, 1.56492, -2.52526)  0.068
H (2.91008, 1.25050, -5.89147)  0.102
H (1.72947, 0.55767, -4.82625)  0.042
H (3.42310, 0.04138, -4.68274)  0.069
H (3.82536, 2.47023, -3.91247)  0.122
H (0.84693, 2.65454, -4.34339)  0.128
H (2.11192, 3.35470, -5.36214)  0.139
H (0.02522, 4.77321, -4.06899)  0.053
H (1.38922, 5.66099, -4.69319)  0.086
H (0.87774, 5.93886, -3.05968)  0.093
H (3.04028, 0.76152, -2.22760)  0.035
H (2.66167, 2.29796, -1.82746)  0.096

Entry 3:
A 2-piece molecular cluster, C3H10N2O overall. Source: OMol25; level of theory: ωB97M-V/def2-TZVPD.

Kohn-Sham gap: 9.7 eV
Max |F|: 0.9 eV/A
SMILES string: [H]/N=C/NCC.O
Highest occupied orbital energy: -8.956 eV
LUMO level: 0.711 eV

Last column: Löwdin charge in e.
Positions of all 16 atoms, in Å:
H (2.50674, 0.91165, -0.42679)  0.025
N (1.70367, 1.53557, -0.40957)  0.072
C (0.75306, 0.89057, 0.12780)  -0.352
N (-0.53305, 1.37042, 0.24851)  -0.042
C (-1.64613, 0.48132, -0.04609)  -0.264
C (-2.22492, -0.17678, 1.21135)  -0.093
H (0.89339, -0.02753, 0.70843)  0.125
H (-0.59157, 2.36267, 0.10043)  0.121
H (-2.39742, 1.07646, -0.56119)  0.109
H (-1.34087, -0.29947, -0.74363)  0.107
H (-1.59986, -1.01448, 1.50531)  0.061
H (-2.11746, 0.52306, 2.04007)  0.071
H (-3.22122, -0.56200, 1.04212)  0.064
O (1.73683, -3.14176, -0.98285)  -0.060
H (2.33322, -3.85313, -1.22279)  0.031
H (2.11469, -2.31263, -1.28121)  0.023